# 1
Below is C14H11NO in the gas phase, with properties calculated with the ωB97M-V functional and the def2-TZVPD basis.

Geometry (Å):
N -0.851 -1.602 -0.165
O -0.530 1.457 -0.406
C 0.424 -1.503 -0.511
C -3.428 -0.308 2.017
C -3.336 1.145 1.882
C 2.934 1.992 -1.083
C 3.497 0.708 -1.180
C -2.728 -1.097 1.192
C -2.368 1.656 1.062
C 1.566 2.162 -0.650
C 2.704 -0.409 -0.881
C -1.572 -0.592 0.502
C -1.425 0.805 0.373
C 0.784 1.059 -0.426
C 1.323 -0.276 -0.598
C 0.915 -2.815 -0.916
H -4.230 -0.594 2.650
H -3.847 1.922 2.366
H 3.579 2.748 -1.402
H 4.572 0.645 -1.371
H -2.951 -2.120 1.073
H -2.315 2.703 0.897
H 1.162 3.165 -0.579
H 3.121 -1.442 -0.912
H 0.076 -3.438 -1.186
H 1.288 -3.221 0.023
H 1.637 -2.749 -1.774

Calculated values
charge	0
ΔE to the lowest compared entry with this formula, charge and spin	0.000	eV
highest occupied orbital energy	-0.2918	Eh
SMILES	CC1=Nc2ccccc2Oc2ccccc21
orbital gap	7.8	eV

From a natural (NBO) analysis of the wavefunction, the atomic charges in e read: number 1, N, carries -0.445; number 2, O, carries -0.481; number 3, C, carries 0.311; number 4, C, carries -0.227; number 5, C, carries -0.203; number 6, C, carries -0.163; number 7, C, carries -0.243; number 8, C, carries -0.174; number 9, C, carries -0.240; number 10, C, carries -0.243; number 11, C, carries -0.160; number 12, C, carries 0.048; number 13, C, carries 0.276; number 14, C, carries 0.325; number 15, C, carries -0.175; number 16, C, carries -0.662; number 17, H, carries 0.212; number 18, H, carries 0.215; number 19, H, carries 0.212; number 20, H, carries 0.221; number 21, H, carries 0.225; number 22, H, carries 0.213; number 23, H, carries 0.232; number 24, H, carries 0.225; number 25, H, carries 0.252; number 26, H, carries 0.235; number 27, H, carries 0.213

# 2
Below is a molecular structure, C14H12AuN6O8, with properties calculated with the ωB97M-V functional and the def2-TZVPD basis.

Geometry (Å):
Au 0.205 1.634 -0.235
O -2.108 0.245 -3.171
C -1.532 0.165 -2.122
O -0.699 1.233 -1.872
C -1.620 -1.002 -1.209
C -2.103 -2.173 -1.801
C -2.169 -3.339 -1.077
C -1.758 -3.409 0.251
C -1.307 -2.254 0.820
C -1.259 -1.011 0.159
O -0.890 0.029 0.847
N -0.832 -2.237 2.212
O -1.642 -2.000 3.076
O 0.368 -2.339 2.377
N -2.672 -4.559 -1.721
O -2.958 -4.493 -2.897
O -2.706 -5.567 -1.046
H -2.412 -2.160 -2.836
H -1.800 -4.344 0.793
N 3.226 1.688 2.450
C 2.336 2.236 3.347
C 1.174 2.443 2.671
N 1.364 2.032 1.378
C 2.604 1.575 1.270
C 2.978 1.069 -0.036
N 2.040 1.120 -0.974
C 2.545 0.576 -2.123
C 3.830 0.208 -1.870
N 4.087 0.524 -0.553
H 4.172 1.417 2.665
H 2.603 2.427 4.371
H 0.243 2.855 3.014
H 1.965 0.502 -3.026
H 4.573 -0.245 -2.501
H 4.958 0.352 -0.076
C -2.642 3.008 -0.379
O -1.583 2.583 0.528
H -3.434 3.446 0.224
H -3.016 2.168 -0.958
H -2.211 3.753 -1.039
H -1.917 1.845 1.071

Calculated values
charge	+1
ΔE to the lowest compared entry with this formula, charge and spin	1.078	eV
highest occupied orbital energy	-0.4162	Eh
orbital gap	6.2	eV

From a natural (NBO) analysis of the wavefunction, the atomic charges in e read: number 1, Au, carries 1.581; number 2, O, carries -0.528; number 3, C, carries 0.767; number 4, O, carries -0.697; number 5, C, carries -0.328; number 6, C, carries -0.088; number 7, C, carries -0.033; number 8, C, carries -0.131; number 9, C, carries -0.049; number 10, C, carries 0.471; number 11, O, carries -0.888; number 12, N, carries 0.536; number 13, O, carries -0.336; number 14, O, carries -0.379; number 15, N, carries 0.536; number 16, O, carries -0.363; number 17, O, carries -0.370; number 18, H, carries 0.278; number 19, H, carries 0.273; number 20, N, carries -0.457; number 21, C, carries -0.030; number 22, C, carries -0.043; number 23, N, carries -0.481; number 24, C, carries 0.319; number 25, C, carries 0.324; number 26, N, carries -0.467; number 27, C, carries -0.043; number 28, C, carries -0.044; number 29, N, carries -0.457; number 30, H, carries 0.449; number 31, H, carries 0.260; number 32, H, carries 0.259; number 33, H, carries 0.272; number 34, H, carries 0.262; number 35, H, carries 0.449; number 36, C, carries -0.254; number 37, O, carries -0.726; number 38, H, carries 0.208; number 39, H, carries 0.204; number 40, H, carries 0.212; number 41, H, carries 0.533

# 3
Below is a molecular structure, C14H12Br3N3O2S, with properties calculated with the ωB97M-V functional and the def2-TZVPD basis.

Geometry (Å):
C -2.767 -0.972 -1.808
C -2.325 0.167 -1.930
C -1.639 1.591 -2.049
C -0.067 1.316 -1.942
C 0.424 1.083 -0.451
C 0.599 -0.417 -0.027
C 0.183 -0.827 1.360
C -0.422 0.162 2.404
C -1.521 -0.137 3.227
C 0.364 -2.283 1.871
C 0.963 -3.375 1.050
O 1.145 -4.690 1.534
N 0.385 -4.938 2.675
O -0.737 -5.149 2.375
C 1.381 -2.997 -0.365
N 1.953 -3.765 -1.357
S 2.261 -2.870 -2.751
N 1.681 -1.390 -2.165
C 1.199 -1.525 -0.879
H -2.751 -2.062 -1.531
H -2.004 2.301 -1.255
H -1.833 1.971 -3.103
H 0.437 2.258 -2.349
H 0.167 0.484 -2.663
H 1.364 1.680 -0.232
H -0.377 1.534 0.224
H 0.081 1.177 2.515
H -2.509 -0.464 2.782
H -1.375 -0.032 4.349
H 0.058 -2.515 2.937
C 1.194 4.870 -0.570
Br 0.691 3.985 1.077
Br -0.346 5.241 -1.685
Br 2.243 6.462 -0.240
H 1.827 4.180 -1.122

Calculated values
charge	0
highest occupied orbital energy	-0.3011	Eh
orbital gap	6.9	eV

From a natural (NBO) analysis of the wavefunction, the atomic charges in e read: number 1, C, carries -0.292; number 2, C, carries -0.013; number 3, C, carries -0.460; number 4, C, carries -0.395; number 5, C, carries -0.453; number 6, C, carries 0.014; number 7, C, carries -0.042; number 8, C, carries -0.219; number 9, C, carries -0.400; number 10, C, carries -0.272; number 11, C, carries 0.240; number 12, O, carries -0.392; number 13, N, carries 0.406; number 14, O, carries -0.211; number 15, C, carries 0.166; number 16, N, carries -0.599; number 17, S, carries 0.860; number 18, N, carries -0.605; number 19, C, carries 0.114; number 20, H, carries 0.257; number 21, H, carries 0.235; number 22, H, carries 0.239; number 23, H, carries 0.203; number 24, H, carries 0.250; number 25, H, carries 0.230; number 26, H, carries 0.232; number 27, H, carries 0.216; number 28, H, carries 0.221; number 29, H, carries 0.215; number 30, H, carries 0.243; number 31, C, carries -0.496; number 32, Br, carries 0.089; number 33, Br, carries 0.094; number 34, Br, carries 0.103; number 35, H, carries 0.224

# 4
Below is C14H12BrNO in the gas phase, with properties calculated with the ωB97M-V functional and the def2-TZVPD basis.

Geometry (Å):
O 2.843 1.832 0.632
C 2.049 1.172 -0.003
C 2.057 -0.305 0.031
C 3.213 -0.927 0.512
C 3.303 -2.303 0.564
C 2.233 -3.081 0.150
C 1.075 -2.475 -0.312
C 0.985 -1.097 -0.380
H 0.065 -0.651 -0.725
H 0.237 -3.080 -0.624
H 2.299 -4.158 0.190
H 4.204 -2.772 0.930
H 4.032 -0.303 0.835
C 0.966 1.884 -0.825
N -0.165 2.148 0.038
C -1.349 1.456 0.043
C -2.103 1.404 1.222
C -3.327 0.772 1.260
C -3.818 0.171 0.113
C -3.103 0.219 -1.070
C -1.881 0.861 -1.107
H -1.354 0.916 -2.047
H -3.500 -0.239 -1.964
Br -5.501 -0.726 0.162
H -3.895 0.739 2.177
H -1.716 1.871 2.117
H 0.106 2.531 0.934
H 0.667 1.299 -1.692
H 1.380 2.841 -1.162

Calculated values
charge	0
highest occupied orbital energy	-0.2936	Eh
SMILES	O=C(CNc1ccc(Br)cc1)c1ccccc1
orbital gap	8.0	eV

From a natural (NBO) analysis of the wavefunction, the atomic charges in e read: number 1, O, carries -0.537; number 2, C, carries 0.546; number 3, C, carries -0.108; number 4, C, carries -0.177; number 5, C, carries -0.215; number 6, C, carries -0.184; number 7, C, carries -0.205; number 8, C, carries -0.207; number 9, H, carries 0.221; number 10, H, carries 0.217; number 11, H, carries 0.216; number 12, H, carries 0.218; number 13, H, carries 0.235; number 14, C, carries -0.307; number 15, N, carries -0.606; number 16, C, carries 0.264; number 17, C, carries -0.276; number 18, C, carries -0.206; number 19, C, carries -0.121; number 20, C, carries -0.199; number 21, C, carries -0.313; number 22, H, carries 0.216; number 23, H, carries 0.227; number 24, Br, carries 0.037; number 25, H, carries 0.230; number 26, H, carries 0.212; number 27, H, carries 0.389; number 28, H, carries 0.212; number 29, H, carries 0.221

# 5
Below is C14H12Cl3N3O5 in the gas phase, with properties calculated with the ωB97M-V functional and the def2-TZVPD basis.

Geometry (Å):
O 1.335 -0.280 -1.838
O -4.900 2.269 -0.184
O -3.872 1.487 -1.929
Cl 3.060 -4.078 1.981
Cl 2.506 -1.887 4.020
Cl 0.292 0.356 3.468
N -2.297 0.119 2.140
O 1.447 1.793 -0.879
O -1.477 -0.216 -1.312
C 0.819 0.764 -1.518
C -3.229 0.897 1.592
C -2.057 0.061 -0.102
C -3.124 0.906 0.148
C 0.871 -3.184 0.608
C -0.191 -2.294 0.460
C 1.701 -3.044 1.715
C 1.474 -1.988 2.642
C 0.440 -1.046 2.434
C -0.432 -1.195 1.332
N -1.531 -0.371 1.120
N -4.014 1.589 -0.710
C 3.076 0.698 0.640
C -0.820 0.996 -3.351
C 2.844 1.590 -0.599
C -0.678 0.891 -1.813
H -3.967 1.418 2.158
H 1.077 -3.915 -0.149
H -0.801 -2.488 -0.409
H 2.432 1.099 1.425
H 4.109 0.710 0.940
H 2.801 -0.340 0.424
H -0.093 1.708 -3.745
H -1.798 1.317 -3.589
H -0.670 0.003 -3.872
H 3.246 2.571 -0.395
H 3.400 1.214 -1.482
H -0.978 1.871 -1.373

Calculated values
charge	0
highest occupied orbital energy	-0.3438	Eh
SMILES	CCOC(=O)[C@@H](C)Oc1c([N+](=O)[O-])cnn1-c1ccc(Cl)c(Cl)c1Cl
orbital gap	8.6	eV

From a natural (NBO) analysis of the wavefunction, the atomic charges in e read: number 1, O, carries -0.586; number 2, O, carries -0.375; number 3, O, carries -0.382; number 4, Cl, carries 0.049; number 5, Cl, carries 0.063; number 6, Cl, carries 0.062; number 7, N, carries -0.224; number 8, O, carries -0.502; number 9, O, carries -0.479; number 10, C, carries 0.762; number 11, C, carries 0.012; number 12, C, carries 0.515; number 13, C, carries -0.136; number 14, C, carries -0.214; number 15, C, carries -0.193; number 16, C, carries -0.048; number 17, C, carries -0.084; number 18, C, carries -0.061; number 19, C, carries 0.169; number 20, N, carries -0.223; number 21, N, carries 0.521; number 22, C, carries -0.640; number 23, C, carries -0.616; number 24, C, carries -0.074; number 25, C, carries 0.015; number 26, H, carries 0.238; number 27, H, carries 0.244; number 28, H, carries 0.244; number 29, H, carries 0.216; number 30, H, carries 0.223; number 31, H, carries 0.221; number 32, H, carries 0.220; number 33, H, carries 0.235; number 34, H, carries 0.233; number 35, H, carries 0.192; number 36, H, carries 0.196; number 37, H, carries 0.203

# 6
Below is a molecular structure, C14H12Cl5N5O2PtS, with properties calculated with the ωB97M-V functional and the def2-TZVPD basis.

Geometry (Å):
Pt 0.175 0.096 0.947
Cl -6.531 -4.384 -2.103
C -5.495 -3.116 -1.512
C -4.104 -3.282 -1.474
Cl -3.426 -4.785 -2.027
C -3.275 -2.287 -1.012
Cl -1.560 -2.489 -0.955
C -3.764 -0.999 -0.540
O -3.019 -0.099 -0.142
C -5.206 -0.896 -0.594
Cl -5.876 0.605 -0.039
C -6.021 -1.907 -1.062
Cl -7.748 -1.679 -1.097
C 0.106 -0.821 2.506
H 0.644 -0.583 3.434
H -0.468 -1.749 2.635
C 3.184 2.714 -0.460
N 2.129 3.315 0.325
C 1.903 3.052 1.639
S 0.599 3.794 2.396
N 2.813 2.238 2.224
C 2.629 1.725 3.571
H 3.174 3.170 -1.448
H 3.075 1.637 -0.587
H 4.153 2.916 0.002
H 1.288 3.578 -0.162
H 3.174 1.521 1.603
H 1.762 2.201 4.021
H 3.516 1.926 4.176
H 2.466 0.649 3.519
N 1.025 -0.031 -3.075
C 1.286 0.004 -1.720
O 0.594 0.804 -1.039
C 2.354 -0.791 -1.225
C 3.053 -1.634 -2.118
N 3.594 -2.296 -2.900
C 2.831 -0.735 0.112
N 3.541 -0.763 1.027
H 1.353 -0.847 -3.570
H 0.071 0.227 -3.277

Calculated values
charge	-2
ΔE to the lowest compared entry with this formula, charge and spin	0.917	eV
highest occupied orbital energy	-0.0612	Eh
orbital gap	5.9	eV

From a natural (NBO) analysis of the wavefunction, the atomic charges in e read: number 1, Pt, carries 0.132; number 2, Cl, carries -0.029; number 3, C, carries -0.202; number 4, C, carries -0.048; number 5, Cl, carries -0.012; number 6, C, carries -0.188; number 7, Cl, carries 0.020; number 8, C, carries 0.370; number 9, O, carries -0.659; number 10, C, carries -0.123; number 11, Cl, carries -0.026; number 12, C, carries -0.081; number 13, Cl, carries -0.021; number 14, C, carries -0.444; number 15, H, carries 0.120; number 16, H, carries 0.135; number 17, C, carries -0.426; number 18, N, carries -0.606; number 19, C, carries 0.339; number 20, S, carries -0.350; number 21, N, carries -0.630; number 22, C, carries -0.420; number 23, H, carries 0.202; number 24, H, carries 0.214; number 25, H, carries 0.192; number 26, H, carries 0.414; number 27, H, carries 0.423; number 28, H, carries 0.235; number 29, H, carries 0.171; number 30, H, carries 0.217; number 31, N, carries -0.831; number 32, C, carries 0.682; number 33, O, carries -0.723; number 34, C, carries -0.596; number 35, C, carries 0.337; number 36, N, carries -0.458; number 37, C, carries 0.347; number 38, N, carries -0.466; number 39, H, carries 0.391; number 40, H, carries 0.397

Q: The lowest orbital gap belongs to which entry?
A: C14H12Cl5N5O2PtS

Q: Among the records above, which one has the lowest orbital gap?
A: C14H12Cl5N5O2PtS

Q: The lowest highest occupied orbital energy belongs to which entry?
A: C14H12AuN6O8